The following is a quantum chemistry calculation of a 2-piece molecular cluster, C28H42N overall at a distorted geometry, from the Open Molecules 2025 dataset.

Last column: Löwdin charge in e.
Element x y z (Å)
C -5.088 1.833 0.823  -0.04
C -4.193 0.831 0.160  -0.28
C -3.569 -0.163 0.921  -0.04
C -2.667 -1.070 0.345  -0.21
C -2.189 -2.207 1.210  -0.03
C -2.304 -0.916 -1.011  -0.13
C -1.257 -1.765 -1.708  -0.31
C -1.807 -3.134 -2.122  -0.03
C 0.079 -1.949 -0.946  -0.13
C 0.691 -0.643 -0.606  0.00
C 2.102 -0.519 -0.741  -0.17
C 2.623 0.730 -1.192  -0.18
C 1.701 1.719 -1.840  -0.02
C 3.980 0.996 -1.052  0.02
C 4.827 0.051 -0.461  -0.25
C 6.242 0.405 -0.172  -0.04
C 4.338 -1.224 -0.176  0.01
C 2.983 -1.553 -0.283  -0.19
C 2.544 -2.922 0.166  -0.03
C -3.066 -0.038 -1.812  -0.21
C -2.926 -0.061 -3.312  -0.03
C -3.958 0.856 -1.219  0.00
H -5.537 2.500 0.077  0.08
H -5.894 1.325 1.372  0.09
H -4.536 2.452 1.549  0.08
H -3.821 -0.251 1.987  0.13
H -2.240 -3.174 0.695  0.08
H -1.161 -2.058 1.577  0.07
H -2.817 -2.281 2.112  0.10
H -0.973 -1.229 -2.635  0.13
H -2.717 -3.013 -2.711  0.08
H -1.057 -3.652 -2.732  0.09
H -2.042 -3.745 -1.246  0.08
H -0.059 -2.542 -0.022  0.11
H 0.701 -2.566 -1.630  0.14
H 0.091 0.217 -0.975  0.12
H 2.269 2.515 -2.358  0.10
H 1.016 1.231 -2.565  0.10
H 1.075 2.233 -1.087  0.05
H 4.381 1.951 -1.392  0.13
H 6.764 -0.452 0.262  0.08
H 6.756 0.678 -1.098  0.10
H 6.316 1.260 0.513  0.10
H 5.030 -1.993 0.194  0.13
H 3.412 -3.478 0.543  0.09
H 1.829 -2.894 1.004  0.09
H 2.116 -3.513 -0.658  0.09
H -3.656 0.620 -3.767  0.09
H -1.931 0.277 -3.634  0.08
H -3.101 -1.064 -3.728  0.09
H -4.485 1.586 -1.848  0.13
C -1.053 1.312 2.751  0.00
C -0.212 1.710 1.532  -0.51
C -1.090 2.327 0.462  0.00
C 1.005 2.569 1.880  -0.11
C 1.970 1.584 2.554  -0.13
C 1.531 0.171 2.058  -0.13
N 0.396 0.398 1.123  0.04
H -1.477 2.186 3.273  0.11
H -1.880 0.661 2.396  0.07
H -0.417 0.752 3.467  0.09
H -1.748 3.083 0.904  0.11
H -0.532 2.841 -0.317  0.07
H -1.730 1.573 0.008  0.06
H 1.468 2.959 0.953  0.12
H 0.747 3.424 2.513  0.13
H 3.026 1.754 2.270  0.11
H 1.897 1.638 3.668  0.12
H 2.361 -0.338 1.544  0.10
H 1.244 -0.463 2.928  0.13
H -0.316 -0.337 1.259  0.10

Summary:
- Energy above the lowest of the compared OMol25 structures with the same formula, charge and spin: 40.91 kJ/mol
- E_HOMO: -11.39 eV
- Frontier orbital gap: 0.281 Ha
- Charge: +1
- LUMO level: -3.7 eV

The following is a quantum chemistry calculation of C41H40As2N3O9RbS as an isolated structure at a distorted geometry, from the Open Molecules 2025 dataset.

Last column: Löwdin charge in e.
Element x y z (Å)
Rb 1.428 0.274 -0.316  0.79
C 1.523 0.552 3.286  -0.01
C 0.409 -0.451 3.335  -0.31
C -0.173 -0.794 4.552  -0.01
C -1.243 -1.667 4.559  -0.04
C -1.671 -2.206 3.359  -0.02
C -1.004 -1.859 2.185  -0.21
N -0.006 -0.973 2.181  0.13
C -1.406 -2.486 0.890  -0.21
C -2.150 -3.668 0.900  -0.01
C -2.632 -4.163 -0.295  -0.04
C -2.299 -3.517 -1.469  -0.01
C -1.444 -2.416 -1.415  -0.21
N -1.046 -1.895 -0.249  0.12
C -0.945 -1.796 -2.676  -0.21
C -1.057 -2.464 -3.895  -0.01
C -0.578 -1.852 -5.041  -0.05
C -0.020 -0.593 -4.946  -0.02
C 0.060 0.012 -3.693  -0.33
C 0.643 1.389 -3.552  -0.02
N -0.375 -0.592 -2.592  0.06
H 1.862 0.801 4.289  0.09
H 1.154 1.465 2.815  0.06
H 2.369 0.179 2.702  0.08
H 0.194 -0.366 5.475  0.11
H -1.744 -1.926 5.482  0.11
H -2.521 -2.870 3.346  0.10
H -2.344 -4.200 1.819  0.11
H -3.257 -5.046 -0.310  0.11
H -2.696 -3.877 -2.406  0.10
H -1.486 -3.452 -3.961  0.10
H -0.642 -2.358 -5.996  0.11
H 0.364 -0.087 -5.823  0.12
H 0.414 1.989 -4.433  0.09
H 1.731 1.338 -3.456  0.10
H 0.244 1.888 -2.667  0.05
C 9.124 -7.921 1.211  -0.09
C 8.437 -6.604 0.955  -0.76
O 8.104 -6.214 -0.130  0.03
S 8.156 -5.681 2.458  1.00
C 7.232 -4.286 1.857  -0.55
C 5.864 -4.240 2.101  -0.11
C 5.121 -3.165 1.651  -0.04
C 5.726 -2.117 0.938  -0.28
C 7.109 -2.178 0.723  -0.03
C 7.856 -3.250 1.179  -0.10
C 4.926 -1.041 0.446  -0.29
C 4.180 -0.173 -0.006  -0.26
H 9.907 -8.074 0.470  0.08
H 8.384 -8.715 1.090  0.09
H 9.539 -7.973 2.216  0.06
H 5.391 -5.051 2.641  0.10
H 4.056 -3.119 1.836  0.11
H 7.592 -1.369 0.191  0.11
H 8.924 -3.287 1.003  0.11
C 1.591 4.176 1.706  -0.02
O 0.311 3.562 1.908  -0.09
C -0.145 2.837 0.884  -0.68
O 0.527 2.626 -0.111  -0.16
C -1.467 2.236 1.120  -0.31
C -2.485 2.998 1.578  -0.27
As -2.329 4.770 0.773  1.38
C -3.929 5.837 1.168  -0.28
C -2.823 3.879 -0.943  -0.26
C -2.527 2.642 -1.358  -0.22
As -1.790 1.018 -0.398  1.34
C -3.548 0.246 -0.012  -0.24
C -2.844 2.320 -2.777  -0.51
O -2.884 3.105 -3.692  0.13
O -3.084 1.008 -2.940  -0.09
C -3.448 0.606 -4.263  -0.02
C -3.676 4.787 -1.782  -0.57
O -4.873 4.685 -1.733  0.13
O -3.110 5.817 -2.419  -0.01
C -1.694 5.816 -2.636  -0.04
C -3.755 2.391 2.028  -0.55
O -3.829 1.409 2.719  0.11
O -4.822 3.060 1.567  -0.08
C -6.122 2.564 1.887  -0.02
H 1.743 4.826 2.561  0.10
H 1.589 4.748 0.779  0.10
H 2.375 3.420 1.655  0.10
H -4.141 5.771 2.234  0.03
H -4.804 5.529 0.603  0.02
H -3.681 6.872 0.932  0.03
H -3.744 -0.488 -0.792  0.03
H -4.354 0.978 -0.013  0.04
H -3.521 -0.258 0.953  0.03
H -3.580 -0.472 -4.228  0.09
H -2.664 0.868 -4.972  0.09
H -4.373 1.096 -4.565  0.10
H -1.475 6.751 -3.141  0.10
H -1.412 4.979 -3.274  0.09
H -1.138 5.771 -1.699  0.07
H -6.715 2.609 0.977  0.10
H -6.572 3.204 2.645  0.10
H -6.060 1.544 2.258  0.09

Summary:
- Energy above the lowest of the compared OMol25 structures with the same formula, charge and spin: 263.04 kJ/mol
- E_HOMO: -6.58 eV
- Frontier orbital gap: 0.194 Ha
- LUMO level: -1.3 eV

The following is a quantum chemistry calculation of C4H12S2 as an isolated structure at a distorted geometry, from the Open Molecules 2025 dataset.

Last column: Löwdin charge in e.
Element x y z (Å)
C -1.370 1.250 0.061  -0.23
C -1.654 0.476 -1.219  -0.56
C 1.991 -1.196 0.360  -0.18
C 0.539 -0.899 0.710  -0.64
H -2.308 1.583 0.522  0.09
H -0.763 2.137 -0.142  0.09
H -0.832 0.629 0.778  -0.15
H -2.214 1.086 -1.933  0.07
H -2.264 -0.408 -1.007  0.08
H 0.436 1.003 -2.240  -0.10
H 2.046 -1.918 -0.462  0.07
H 2.523 -1.623 1.218  0.07
H 2.515 -0.283 0.059  0.07
H 0.006 -1.810 0.993  0.09
H 0.015 -0.476 -0.151  -0.12
H 0.992 -0.330 2.981  -0.13
S -0.162 -0.181 -2.028  0.75
S 0.338 0.345 2.023  0.75

Summary:
- Energy above the lowest of the compared OMol25 structures with the same formula, charge and spin: 180.88 kJ/mol
- E_HOMO: -8.71 eV
- Frontier orbital gap: 0.351 Ha
- LUMO level: 0.9 eV

Look up the LUMO level of the first one.
-3.7 eV

Look up the energy above the lowest of the compared OMol25 structures with the same formula, charge and spin of the second one.
263.04 kJ/mol

What is the formula in the first record?
C28H42N